{
  "formula": "C45H113N7O3S",
  "method": "the ωB97M-V functional and the def2-TZVPD basis",
  "energy_ha": -2789.30183,
  "homo_lumo_gap_ev": 7.7996,
  "e_homo_ev": -7.4,
  "symbols": ["C", "C", "N", "C", "C", "C", "C", "H", "H", "H", "H", "H", "H", "H", "H", "H", "H", "H", "H", "H", "H", "H", "C", "C", "N", "C", "C", "C", "C", "H", "H", "H", "H", "H", "H", "H", "H", "H", "H", "H", "H", "H", "H", "H", "C", "C", "N", "C", "C", "C", "C", "H", "H", "H", "H", "H", "H", "H", "H", "H", "H", "H", "H", "H", "H", "H", "C", "C", "N", "C", "C", "C", "C", "H", "H", "H", "H", "H", "H", "H", "H", "H", "H", "H", "H", "H", "H", "H", "C", "C", "N", "C", "C", "C", "C", "H", "H", "H", "H", "H", "H", "H", "H", "H", "H", "H", "H", "H", "H", "H", "C", "C", "N", "C", "C", "C", "C", "H", "H", "H", "H", "H", "H", "H", "H", "H", "H", "H", "H", "H", "H", "H", "C", "C", "N", "C", "C", "C", "C", "H", "H", "H", "H", "H", "H", "H", "H", "H", "H", "H", "H", "H", "H", "H", "O", "S", "O", "O", "C", "C", "C", "H", "H", "H", "H", "H", "H", "H", "H"],
  "positions_angstrom": [[5.426, 20.362, -6.419], [4.263, 19.447, -5.996], [3.349, 20.294, -5.240], [1.955, 20.297, -5.723], [1.747, 21.020, -7.043], [3.352, 19.995, -3.803], [4.484, 20.727, -3.052], [5.101, 21.187, -7.059], [6.259, 19.823, -6.888], [5.839, 20.852, -5.538], [3.844, 18.989, -6.892], [4.834, 18.764, -5.358], [1.758, 19.256, -6.036], [1.195, 20.598, -5.008], [0.764, 20.741, -7.415], [1.817, 22.108, -6.925], [2.558, 20.816, -7.745], [3.343, 18.923, -3.574], [2.443, 20.367, -3.329], [5.390, 20.114, -2.985], [4.216, 20.907, -2.007], [4.812, 21.689, -3.442], [-0.081, 18.711, -9.828], [-0.185, 19.440, -11.180], [1.114, 20.051, -11.544], [1.329, 20.172, -12.983], [1.318, 18.791, -13.633], [1.277, 21.307, -10.817], [2.745, 21.806, -10.941], [0.813, 18.112, -9.674], [-0.909, 17.992, -9.797], [-0.310, 19.382, -9.000], [-0.390, 18.710, -11.952], [-0.951, 20.213, -11.068], [0.617, 20.878, -13.441], [2.311, 20.549, -13.277], [0.350, 18.310, -13.751], [1.784, 18.883, -14.620], [2.014, 18.145, -13.096], [1.048, 21.084, -9.777], [0.707, 22.181, -11.164], [2.907, 22.487, -10.103], [2.837, 22.366, -11.870], [3.473, 20.997, -10.935], [7.192, 23.724, -5.212], [8.495, 23.161, -4.720], [9.538, 24.184, -4.810], [9.895, 24.501, -6.197], [10.201, 23.284, -7.064], [10.688, 23.912, -3.948], [10.397, 24.181, -2.468], [7.200, 24.147, -6.219], [6.734, 24.446, -4.537], [6.386, 22.988, -5.339], [8.359, 22.892, -3.668], [8.772, 22.201, -5.176], [9.126, 25.107, -6.680], [10.744, 25.183, -6.101], [10.781, 22.530, -6.533], [9.243, 22.793, -7.265], [10.598, 23.643, -8.013], [11.497, 24.586, -4.230], [11.035, 22.886, -4.130], [11.344, 24.341, -1.951], [9.899, 23.369, -1.936], [9.769, 25.067, -2.383], [9.132, 12.184, -15.543], [8.394, 12.360, -14.192], [8.470, 13.701, -13.675], [8.742, 13.945, -12.281], [7.488, 13.973, -11.376], [8.169, 14.846, -14.500], [9.372, 15.436, -15.212], [10.179, 12.417, -15.351], [8.670, 12.834, -16.281], [9.106, 11.130, -15.820], [7.346, 12.035, -14.248], [8.932, 11.646, -13.562], [9.244, 14.913, -12.172], [9.473, 13.255, -11.853], [6.823, 13.117, -11.467], [6.854, 14.855, -11.495], [7.922, 14.091, -10.375], [7.310, 14.716, -15.177], [7.635, 15.599, -13.903], [10.230, 15.599, -14.557], [9.605, 14.943, -16.150], [9.149, 16.491, -15.433], [13.563, 20.213, -9.379], [13.829, 18.819, -9.937], [13.265, 17.753, -9.092], [13.715, 16.450, -9.639], [15.188, 16.210, -9.480], [11.791, 17.777, -9.180], [11.097, 17.438, -10.503], [12.519, 20.377, -9.067], [13.631, 21.021, -10.113], [14.064, 20.524, -8.462], [13.581, 18.776, -11.002], [14.908, 18.701, -9.828], [13.198, 15.694, -9.044], [13.467, 16.394, -10.704], [15.601, 16.453, -8.495], [15.411, 15.137, -9.473], [15.808, 16.697, -10.232], [11.413, 18.701, -8.730], [11.371, 17.126, -8.399], [10.028, 17.590, -10.342], [11.228, 16.390, -10.758], [11.439, 18.133, -11.270], [2.662, 14.005, -4.244], [3.777, 14.727, -4.974], [3.372, 15.410, -6.198], [4.489, 15.830, -7.024], [5.175, 14.725, -7.823], [2.123, 16.149, -6.218], [1.338, 15.788, -7.475], [2.036, 13.454, -4.949], [1.965, 14.628, -3.680], [3.054, 13.286, -3.524], [4.445, 15.340, -4.348], [4.469, 13.940, -5.302], [4.096, 16.550, -7.751], [5.186, 16.443, -6.434], [6.171, 14.526, -7.408], [4.577, 13.819, -7.799], [5.497, 15.068, -8.808], [2.281, 17.238, -6.161], [1.541, 15.938, -5.323], [1.155, 14.713, -7.444], [1.799, 16.091, -8.410], [0.349, 16.243, -7.341], [4.652, 19.487, -15.496], [4.160, 18.497, -16.532], [5.049, 17.334, -16.545], [6.466, 17.652, -16.683], [6.825, 18.183, -18.074], [4.635, 16.308, -17.504], [3.308, 15.618, -17.206], [4.924, 18.936, -14.598], [3.967, 20.320, -15.323], [5.537, 20.014, -15.856], [3.143, 18.107, -16.431], [4.020, 19.049, -17.483], [6.833, 18.358, -15.937], [7.073, 16.800, -16.360], [7.861, 18.538, -18.086], [6.696, 17.539, -18.941], [6.248, 19.096, -18.250], [5.435, 15.565, -17.547], [4.565, 16.715, -18.523], [2.509, 16.349, -17.313], [3.314, 15.128, -16.233], [3.196, 14.835, -17.957], [5.921, 19.879, -12.317], [6.438, 18.751, -11.610], [6.689, 17.477, -12.213], [7.877, 19.195, -10.981], [7.959, 20.563, -10.567], [9.415, 20.804, -10.215], [5.519, 18.330, -10.075], [7.321, 20.838, -9.722], [7.722, 21.241, -11.389], [9.583, 20.052, -9.434], [9.527, 21.742, -9.673], [10.044, 20.638, -11.082], [5.008, 17.433, -10.417], [4.742, 19.091, -9.980], [6.186, 18.300, -9.225]],
  "forces_ev_per_a": [[0.3, 0.4, -0.4], [1.8, 1.6, 0.0], [-1.6, 0.0, 1.2], [0.7, -1.6, -1.8], [0.6, 1.1, 0.4], [0.4, 1.1, 0.5], [0.7, -0.8, 0.6], [-0.1, -0.2, -0.2], [-0.2, 0.0, -0.1], [0.0, -0.2, 0.1], [-0.3, -0.3, 0.3], [-1.0, -0.7, 0.1], [-0.5, -0.1, 0.6], [0.4, 0.1, 0.4], [0.1, 0.1, -0.4], [-0.3, 0.0, 0.1], [-0.3, -0.5, -0.2], [0.3, -0.1, -0.1], [-0.2, 0.1, -0.5], [0.0, 0.0, -0.2], [-0.2, -0.1, 0.0], [-0.5, 0.0, -0.4], [-1.3, -0.3, -0.3], [1.6, -0.2, 0.5], [-0.4, 0.7, 0.2], [-0.4, -0.5, -0.3], [0.6, 0.2, -0.7], [1.9, -0.3, -0.3], [-0.9, 0.1, 0.4], [0.3, 0.4, -0.1], [0.0, 0.0, 0.0], [0.5, 0.0, 0.1], [-0.5, 0.1, 0.0], [-0.3, -0.1, -0.5], [-0.2, -0.2, -0.1], [0.1, 0.3, 0.8], [0.0, 0.0, 0.1], [-0.3, 0.0, -0.1], [-0.3, -0.1, 0.2], [-0.1, 0.2, 0.0], [-0.7, -0.4, -0.1], [0.3, 0.1, -0.1], [0.3, 0.0, 0.0], [0.0, 0.0, 0.1], [-1.7, -0.4, -0.7], [0.2, 0.3, 0.8], [-0.4, 0.0, -0.1], [0.5, 0.2, 0.7], [-1.0, 0.3, 0.1], [-0.4, 0.0, -0.2], [0.1, -0.3, -0.1], [0.5, 0.3, 0.1], [0.5, 0.3, 0.0], [0.4, -0.4, 0.3], [0.1, 0.2, 0.0], [0.0, 0.1, -0.4], [-0.2, -0.1, 0.1], [0.2, -0.2, -0.3], [0.5, 0.2, -0.3], [0.1, 0.0, -0.3], [0.4, -0.4, 0.0], [0.0, 0.0, -0.2], [0.3, -0.1, 0.3], [0.0, 0.1, 0.1], [-0.1, -0.1, -0.2], [0.1, 0.1, 0.0], [-0.5, 0.0, 1.0], [0.3, -0.2, -0.5], [0.6, -0.1, 0.1], [-0.9, 0.3, -0.1], [0.7, 0.6, 0.5], [-0.9, 0.2, 0.4], [-0.4, 1.7, 0.0], [0.0, 0.3, -0.3], [0.3, -0.2, -0.4], [-0.3, 0.1, -0.3], [0.0, -0.3, -0.3], [-0.3, 0.3, 0.6], [-0.1, 0.1, -0.1], [-0.1, -0.4, -0.3], [0.3, -0.3, 0.1], [0.2, 0.1, -0.5], [-0.5, -0.4, 0.3], [0.5, -0.9, -0.5], [0.8, 0.1, 0.5], [0.1, -0.8, 0.0], [0.4, -0.2, 0.1], [-0.2, -0.2, -0.4], [-1.7, 1.0, 0.2], [1.0, 0.7, 1.5], [-0.8, -0.1, -1.5], [0.0, 0.6, 0.8], [1.2, -0.6, 0.6], [-0.6, -0.2, 1.5], [0.0, 0.5, 0.8], [0.0, -0.5, -0.2], [0.7, -0.2, -0.2], [0.7, -0.5, -0.2], [-0.2, -0.2, -0.1], [0.1, -0.1, -0.5], [-0.2, -0.1, -0.4], [-0.2, -0.4, 0.0], [-0.4, 0.6, 0.0], [-0.2, 0.0, -0.7], [0.0, -0.1, 0.0], [0.3, 0.4, -0.7], [0.5, -0.6, -0.2], [0.0, 0.1, -0.2], [0.2, 0.1, -0.3], [-0.1, -0.3, -0.4], [-0.5, 0.0, 0.3], [0.7, -0.4, -0.8], [0.1, -0.8, 0.6], [-1.0, 1.1, -0.3], [1.3, 0.3, 0.7], [0.8, 0.4, -0.6], [-1.0, 0.0, 1.2], [0.2, -0.1, -0.1], [0.2, 0.3, 0.0], [0.2, 0.0, -0.1], [-0.5, 0.3, 0.4], [0.0, -0.1, -0.1], [-0.2, 0.0, 0.1], [0.3, -0.2, 0.1], [-0.3, -0.4, 0.4], [0.0, 0.0, -0.4], [-0.8, -0.2, -0.3], [0.1, 0.0, -0.1], [0.0, -0.3, -0.1], [0.2, -0.1, -0.3], [0.1, 0.0, 0.0], [0.0, 0.2, -0.6], [-0.2, 0.3, -0.1], [-0.1, 0.0, -0.5], [-0.3, 0.0, 0.0], [0.5, -0.3, -0.3], [0.6, 0.9, 0.3], [0.3, 0.0, 0.1], [0.6, 0.1, -0.2], [-0.2, 0.3, 0.3], [-0.3, -0.4, 0.3], [0.2, -0.3, 0.0], [0.1, 0.1, 0.9], [0.7, -0.2, -0.3], [-0.6, 0.4, 0.0], [-0.3, -0.5, -0.6], [0.0, -0.2, 0.0], [-0.1, -0.3, 0.2], [-0.2, -0.1, -0.1], [0.0, 0.0, 0.1], [0.0, 0.1, -0.1], [-0.3, -0.3, 0.2], [-0.1, 0.2, 0.1], [-0.3, 0.1, 0.0], [-0.4, -0.3, 0.0], [1.2, -0.7, 1.8], [0.0, 0.5, -0.5], [-1.2, -0.1, -0.4], [0.9, 1.5, -0.6], [-0.9, -1.0, 1.3], [-0.7, 1.2, -1.9], [-0.2, -0.5, 0.0], [-0.4, -0.3, -0.1], [0.7, -0.1, -0.3], [0.2, 0.3, -0.6], [0.3, 0.2, 0.2], [0.2, -0.4, 0.7], [0.1, 0.1, 0.3], [0.0, -0.4, 0.0]],
  "mulliken_charge": [-1.306, -0.407, 0.269, -0.201, -0.797, -0.444, -1.284, 0.308, 0.417, 0.017, 0.389, 0.317, -0.175, 0.571, 0.335, 0.270, -0.040, 0.236, 0.502, 0.271, 0.455, 0.257, -1.098, -0.579, 0.748, -0.482, -1.015, -0.168, -1.422, 0.176, 0.513, 0.214, 0.343, 0.237, 0.256, 0.175, 0.444, 0.102, 0.264, -0.047, 0.240, 0.469, 0.465, 0.196, -1.030, -0.380, 0.132, -1.166, -0.607, -0.345, -1.332, 0.234, 0.316, 0.069, 0.423, 0.283, 0.384, 0.490, 0.261, 0.096, 0.473, 0.407, 0.267, 0.417, 0.318, 0.319, -1.217, -0.489, 0.698, -0.741, -0.821, -0.620, -1.248, 0.287, 0.233, 0.449, 0.321, 0.343, 0.150, 0.490, 0.331, 0.108, 0.362, 0.398, -0.004, 0.354, 0.313, 0.426, -0.948, -0.238, -0.073, -0.222, -1.463, -1.123, -0.441, -0.035, 0.373, 0.320, 0.304, 0.338, 0.395, 0.252, 0.358, 0.420, 0.337, 0.389, 0.408, 0.038, 0.379, 0.208, -1.333, -0.478, 0.734, -0.066, -1.273, 0.002, -1.222, 0.283, 0.332, 0.418, 0.363, 0.323, -0.107, 0.236, 0.384, 0.339, 0.245, -0.581, 0.494, 0.249, 0.213, 0.468, -1.260, -0.298, 0.400, 0.159, -1.363, -0.616, -1.325, 0.291, 0.439, 0.398, 0.289, 0.210, 0.213, -0.401, 0.436, 0.288, 0.307, 0.454, 0.317, 0.351, 0.275, 0.422, -0.706, 1.191, -0.602, -0.082, -0.184, -1.012, -1.061, 0.239, 0.260, 0.098, 0.355, 0.347, 0.551, 0.135, 0.346]
}